Record 1
{
  "formula": "C5H8OS",
  "method": "wB97M-V/def2-TZVPD",
  "gap_ev": 9.9,
  "fmax_ha_per_bohr": 0.09037,
  "multiplicity": 1,
  "homo_energy_ev": -9.167,
  "e_tot_ha": -668.59647,
  "elements": ["S", "O", "C", "C", "C", "C", "C", "H", "H", "H", "H", "H", "H", "H", "H"],
  "xyz": [[-1.926, 0.173, -0.413], [-2.132, 0.929, 0.870], [2.022, 0.748, 0.062], [3.056, 0.121, 0.179], [-1.536, -1.509, 0.305], [-0.099, 0.429, -0.985], [0.602, 1.154, 0.144], [0.332, 2.148, 0.277], [4.071, 0.032, 0.293], [0.162, -0.564, -1.362], [-1.811, -2.283, -0.513], [-2.428, -1.497, 0.979], [-0.113, 1.142, -1.849], [-0.577, -1.645, 0.933], [0.377, 0.623, 1.079]],
  "forces_ev_per_a": [[1.9, -0.9, 1.5], [0.0, 0.4, -1.1], [0.7, -0.2, 0.4], [-2.2, 1.9, -0.4], [-1.6, -0.5, -0.5], [-2.5, 1.8, -1.2], [1.7, -4.3, 0.5], [-0.1, 1.8, -0.2], [1.8, -0.8, 0.1], [0.6, 0.3, 0.6], [1.1, 1.0, 1.4], [0.9, -0.5, -0.1], [-0.2, -0.8, 0.4], [-1.4, 0.4, -1.5], [-0.6, 0.4, 0.1]],
  "mulliken_charge": [0.431, -0.600, -0.704, -0.099, -0.932, -0.743, -0.265, 0.494, 0.425, 0.393, 0.328, 0.344, 0.388, 0.307, 0.231]
}

***

Record 2
{
  "formula": "C4H6NO3Si",
  "method": "wB97M-V/def2-TZVPD",
  "charge": -1,
  "gap_ev": 8.3,
  "fmax_ha_per_bohr": 0.08000,
  "multiplicity": 1,
  "homo_energy_ev": -4.679,
  "e_tot_ha": -725.99713,
  "elements": ["Si", "O", "O", "O", "N", "C", "C", "C", "C", "H", "H", "H", "H", "H", "H"],
  "xyz": [[-1.643, -0.829, -2.599], [2.544, 1.375, 3.291], [0.247, 1.030, 2.953], [0.359, -1.511, -0.020], [-1.135, -0.070, -1.151], [-0.163, -0.431, -0.361], [0.842, 0.250, 1.791], [1.571, 0.937, 2.838], [0.544, 0.725, 0.403], [0.560, -0.830, 1.847], [-2.400, -2.258, -2.763], [-0.024, 1.723, 0.453], [-2.423, 0.184, -3.315], [-0.401, -1.056, -3.291], [1.522, 0.761, -0.075]],
  "forces_ev_per_a": [[0.0, -0.9, 1.1], [2.5, 1.2, 1.8], [0.1, 0.7, 0.9], [-0.5, -1.0, -1.1], [-0.6, -0.5, -0.6], [0.2, 0.8, 1.1], [-0.7, -1.5, 0.2], [-2.9, -1.3, -2.6], [-0.6, 1.2, 0.4], [0.8, 0.9, 0.3], [0.5, 1.4, 0.4], [1.1, -1.4, -0.4], [-0.4, 0.0, -0.3], [0.7, -0.3, -1.0], [0.0, 0.7, -0.4]],
  "mulliken_charge": [0.214, -0.536, -0.436, -0.725, -0.323, 0.207, -0.006, 0.545, -0.357, 0.383, -0.139, 0.315, -0.158, -0.157, 0.172]
}

***

Record 3
{
  "formula": "C23H39F4N2O2SiSm",
  "method": "wB97M-V/def2-TZVPD",
  "gap_ev": [6.4, 7.0],
  "fmax_ha_per_bohr": 0.02021,
  "multiplicity": 6,
  "homo_energy_ev": [-7.527, -7.388],
  "e_tot_ha": -2506.67719,
  "elements": ["Sm", "Si", "F", "F", "F", "F", "O", "O", "N", "N", "C", "C", "C", "C", "C", "C", "C", "C", "C", "C", "C", "C", "C", "C", "C", "C", "C", "C", "C", "C", "C", "C", "C", "H", "H", "H", "H", "H", "H", "H", "H", "H", "H", "H", "H", "H", "H", "H", "H", "H", "H", "H", "H", "H", "H", "H", "H", "H", "H", "H", "H", "H", "H", "H", "H", "H", "H", "H", "H", "H", "H", "H"],
  "xyz": [[-1.277, -0.552, -0.213], [1.688, -0.016, -0.588], [-5.289, 2.877, 1.664], [-4.628, 5.346, 2.017], [-0.770, 1.864, 0.568], [-0.149, 4.461, 0.905], [-0.831, -4.578, 0.238], [-0.987, -2.652, -0.875], [-3.183, 0.881, 0.759], [-3.598, -1.891, 0.273], [-0.780, -3.933, -0.789], [3.873, 1.907, -0.911], [2.382, 1.809, -0.539], [3.564, -0.721, 1.569], [3.918, -1.286, -1.995], [-2.373, 5.003, 1.470], [-4.478, 0.290, 1.074], [-3.989, 3.183, 1.449], [2.123, -0.940, 1.081], [-3.276, -2.333, 1.633], [1.601, 2.684, -1.536], [1.917, -2.458, 0.995], [-3.042, 2.211, 1.041], [-3.959, -3.050, -0.546], [-1.756, 2.761, 0.910], [1.176, -0.448, 2.187], [-1.420, 4.078, 1.093], [2.260, -0.060, -3.391], [-3.648, 4.509, 1.645], [2.430, -0.935, -2.138], [-4.717, -0.949, 0.249], [1.691, -2.240, -2.468], [2.287, 2.475, 0.847], [2.610, -2.932, 0.302], [2.535, -0.646, -4.275], [-2.928, -1.486, 2.233], [1.880, 3.734, -1.401], [-4.102, -2.739, -1.582], [4.085, 1.604, -1.935], [1.293, 2.468, 1.277], [2.576, 3.525, 0.743], [4.545, -0.425, -1.767], [-2.496, -3.096, 1.584], [-3.183, -3.804, -0.499], [-4.898, -3.494, -0.188], [4.507, 1.317, -0.248], [2.886, 0.830, -3.390], [2.160, -2.690, -3.350], [4.281, -1.715, -2.937], [0.639, -2.074, -2.707], [2.098, -2.897, 1.982], [1.814, 2.421, -2.572], [0.101, -0.581, 1.944], [0.522, 2.622, -1.394], [-0.547, -4.410, -1.760], [-5.634, -1.452, 0.597], [0.907, -2.749, 0.705], [1.225, 0.265, -3.530], [3.715, -1.261, 2.512], [1.725, -2.975, -1.667], [4.290, -1.112, 0.859], [-4.556, 0.043, 2.143], [-4.154, -2.754, 2.142], [1.319, -1.031, 3.102], [-2.137, 6.045, 1.618], [4.089, -2.036, -1.224], [1.295, 0.606, 2.428], [3.810, 0.322, 1.753], [-5.317, 0.948, 0.866], [-4.880, -0.668, -0.796], [2.972, 2.032, 1.568], [4.195, 2.949, -0.815]],
  "forces_ev_per_a": [[-0.9, 0.0, 0.4], [0.3, 0.0, -0.2], [0.0, 0.0, 0.0], [0.0, 0.0, 0.0], [0.1, 0.0, -0.2], [0.0, 0.0, 0.0], [0.0, -0.1, 0.0], [0.0, 0.1, 0.0], [0.3, 0.1, -0.2], [0.2, 0.0, -0.1], [0.0, 0.2, 0.0], [0.0, 0.0, 0.0], [0.2, 0.1, 0.0], [0.0, 0.0, 0.0], [0.1, 0.0, 0.0], [0.0, -0.1, 0.0], [0.0, 0.0, 0.0], [0.0, 0.0, 0.0], [0.0, 0.0, 0.1], [0.0, 0.0, 0.0], [0.0, 0.0, 0.0], [0.0, 0.0, 0.0], [-0.1, -0.2, 0.0], [-0.1, 0.0, 0.0], [0.0, 0.0, 0.0], [-0.2, 0.1, 0.0], [0.0, 0.0, 0.0], [0.0, 0.0, 0.0], [0.0, 0.0, 0.0], [0.0, 0.0, -0.1], [0.0, -0.1, 0.0], [0.0, 0.0, 0.0], [-0.1, 0.0, 0.0], [0.1, 0.0, -0.1], [0.0, 0.0, 0.0], [0.0, 0.0, 0.0], [0.0, 0.0, 0.0], [0.0, 0.0, 0.0], [0.0, 0.0, 0.0], [-0.1, 0.0, 0.0], [0.0, 0.0, 0.0], [0.0, -0.1, 0.0], [0.0, 0.0, 0.0], [0.0, 0.0, 0.0], [0.0, 0.0, 0.0], [0.0, 0.0, 0.0], [0.0, 0.0, 0.0], [0.0, 0.0, 0.0], [0.0, 0.0, 0.0], [0.0, 0.0, 0.0], [0.0, 0.0, 0.0], [0.0, 0.0, 0.0], [0.2, -0.1, 0.1], [0.0, 0.0, 0.1], [0.0, 0.0, 0.1], [0.0, 0.0, 0.0], [0.0, 0.0, 0.0], [0.0, 0.0, 0.0], [0.0, 0.0, 0.0], [0.0, 0.0, 0.1], [0.0, 0.0, -0.1], [0.0, 0.0, 0.0], [0.0, 0.0, 0.0], [0.0, 0.0, 0.0], [0.0, 0.0, 0.0], [0.0, -0.1, 0.1], [0.0, 0.0, 0.0], [0.0, 0.0, 0.0], [0.0, 0.0, 0.0], [0.0, 0.0, 0.0], [0.0, 0.0, 0.0], [0.0, 0.0, 0.0]],
  "mulliken_charge": [1.107, -0.389, -0.346, -0.319, 0.679, -0.211, -0.555, -0.297, -0.151, 0.561, -0.055, -2.121, 2.921, -1.722, -1.884, -0.711, -0.799, 0.662, 2.196, -1.241, -1.774, -1.947, -0.498, -1.161, 0.423, -1.374, -0.409, -2.170, 0.035, 2.391, -1.127, -1.895, -2.106, 0.320, 0.559, 0.392, 0.491, 0.330, 0.348, 0.032, 0.630, 0.262, 0.377, 0.330, 0.383, 0.333, 0.375, 0.574, 0.560, 0.286, 0.555, 0.352, -0.034, 0.163, 0.308, 0.369, 0.145, 0.345, 0.534, 0.274, 0.272, 0.385, 0.326, 0.518, 0.515, 0.342, 0.259, 0.317, 0.520, 0.340, 0.340, 0.564]
}

***

Record 4
{
  "formula": "C36H73INO4S",
  "method": "wB97M-V/def2-TZVPD",
  "charge": 1,
  "gap_ev": 8.1,
  "fmax_ha_per_bohr": 0.01244,
  "multiplicity": 1,
  "homo_energy_ev": -12.081,
  "e_tot_ha": -2466.85250,
  "elements": ["I", "S", "O", "O", "O", "O", "N", "C", "C", "C", "C", "C", "C", "C", "C", "C", "C", "C", "C", "C", "C", "C", "C", "C", "C", "C", "C", "C", "C", "C", "C", "C", "C", "C", "C", "C", "C", "C", "C", "C", "C", "C", "C", "H", "H", "H", "H", "H", "H", "H", "H", "H", "H", "H", "H", "H", "H", "H", "H", "H", "H", "H", "H", "H", "H", "H", "H", "H", "H", "H", "H", "H", "H", "H", "H", "H", "H", "H", "H", "H", "H", "H", "H", "H", "H", "H", "H", "H", "H", "H", "H", "H", "H", "H", "H", "H", "H", "H", "H", "H", "H", "H", "H", "H", "H", "H", "H", "H", "H", "H", "H", "H", "H", "H", "H", "H"],
  "xyz": [[-3.457, 2.600, -0.717], [-3.740, -3.155, 2.092], [-2.373, -2.870, 1.765], [-4.134, -4.472, 1.334], [-4.453, 0.309, 5.373], [-4.184, -3.255, 3.444], [-2.952, 3.612, 1.946], [-5.177, 0.919, 4.341], [5.065, 1.922, -9.051], [-3.425, 3.107, 5.566], [-3.520, -0.951, 7.829], [-5.182, -0.822, 5.895], [0.031, -0.365, -5.142], [-2.940, 3.775, 3.272], [-4.343, 1.861, 3.493], [3.648, 2.035, -8.492], [-4.958, -1.020, 7.378], [4.023, 0.353, -6.581], [-3.606, 2.903, 4.099], [6.052, 2.895, -8.413], [-0.119, -1.271, -2.188], [-1.099, 1.965, 5.260], [5.217, -0.117, 0.584], [4.997, -1.588, 0.244], [0.825, 0.881, 6.649], [2.178, 0.292, 6.274], [0.373, 2.006, 5.704], [5.774, -2.053, -0.986], [-2.071, -2.820, -1.632], [-1.932, 3.036, 5.951], [-1.241, -0.330, -4.299], [3.525, 1.735, -6.998], [-4.346, 1.716, 2.094], [3.255, -0.794, -7.233], [3.930, -1.417, -2.662], [-0.952, -0.151, -2.809], [-5.035, 0.581, 1.395], [-4.779, -1.967, 1.284], [-0.719, -2.669, -2.325], [5.407, -1.331, -2.283], [-3.617, 2.620, 1.340], [3.446, -2.844, -2.907], [-4.074, -0.614, 1.282], [-5.349, 0.922, 0.417], [2.989, 1.368, -9.056], [-4.017, 2.401, 6.122], [5.628, -3.129, -1.111], [-5.927, 0.287, 1.925], [2.678, -0.148, 7.128], [-1.468, 4.001, 5.767], [5.027, 2.107, -10.127], [-1.899, -0.056, -2.264], [-2.360, 4.595, 3.653], [-1.817, -1.244, -4.464], [-1.512, 0.995, 5.477], [0.616, 0.547, -5.004], [-0.201, -0.457, -6.203], [-6.246, -0.652, 5.733], [5.301, -2.200, 1.097], [-3.455, -0.527, 0.398], [6.171, 2.708, -7.345], [3.275, 3.048, -8.675], [-4.985, -2.325, 0.283], [-0.425, 0.798, -2.664], [5.716, 3.926, -8.538], [-1.136, 2.087, 4.179], [6.007, -1.749, -3.097], [3.316, -0.949, -1.887], [-0.017, -3.389, -1.898], [6.276, 0.090, 0.750], [-2.440, -3.844, -1.724], [-1.876, 0.493, -4.637], [5.694, -0.279, -2.212], [5.433, 0.899, -8.934], [-5.573, -0.323, 7.937], [4.679, 0.160, 1.492], [7.037, 2.808, -8.871], [3.365, -0.790, -8.318], [2.835, 1.059, 5.878], [0.028, -1.051, -1.125], [6.844, -1.917, -0.804], [-1.883, 2.864, 7.022], [-2.825, -2.163, -2.073], [4.064, 2.495, -6.426], [2.399, -2.850, -3.218], [0.663, -1.213, -4.871], [-5.702, -1.940, 1.846], [2.191, -0.723, -7.002], [-1.991, -2.585, -0.567], [3.525, -3.459, -2.009], [2.063, -0.471, 5.514], [4.869, 0.539, -0.216], [-2.434, 4.264, 1.373], [5.089, 0.254, -6.804], [-3.775, 4.107, 5.803], [3.928, -1.775, 0.105], [3.614, -1.759, -6.872], [4.028, -3.322, -3.697], [3.770, -0.831, -3.571], [-0.818, -2.933, -3.381], [-3.377, -4.725, 0.784], [-5.346, -2.010, 7.603], [-3.398, -0.578, 2.130], [0.580, 2.969, 6.160], [0.085, 0.095, 6.629], [-5.999, 1.506, 4.764], [-2.951, -1.785, 7.433], [0.994, 1.964, 4.816], [-5.636, 0.162, 3.719], [2.472, 1.833, -6.710], [0.887, 1.268, 7.661], [0.877, -1.266, -2.634], [-3.061, -0.038, 7.501], [-4.905, -1.701, 5.323], [-3.460, -0.973, 8.910], [3.934, 0.268, -5.494]],
  "forces_ev_per_a": [[0.1, 0.0, -0.2], [0.0, 0.3, 0.1], [0.0, 0.0, 0.2], [0.0, -0.5, 0.0], [0.2, 0.0, 0.1], [0.2, -0.1, 0.0], [0.0, 0.1, 0.2], [0.1, 0.2, 0.1], [0.0, 0.1, 0.0], [0.2, 0.2, 0.0], [0.0, -0.2, 0.0], [-0.1, 0.1, 0.0], [-0.1, -0.1, 0.0], [-0.1, -0.2, 0.0], [0.3, 0.1, 0.3], [0.0, 0.0, 0.0], [-0.1, -0.1, -0.1], [-0.1, 0.0, 0.0], [-0.3, -0.4, -0.4], [0.0, -0.1, 0.0], [0.0, 0.0, 0.1], [0.3, 0.3, 0.2], [-0.1, -0.1, 0.0], [0.0, 0.0, 0.0], [0.1, 0.3, 0.0], [0.0, 0.1, 0.0], [0.0, -0.2, -0.2], [0.0, 0.0, 0.0], [0.0, 0.0, 0.0], [-0.1, -0.3, 0.0], [0.1, 0.1, 0.0], [0.0, 0.0, 0.0], [0.0, 0.2, 0.0], [0.1, 0.0, 0.1], [0.0, -0.1, -0.1], [-0.1, 0.0, 0.0], [0.2, -0.1, -0.1], [0.2, 0.3, -0.2], [0.0, 0.0, 0.1], [0.0, 0.0, 0.0], [-0.1, 0.0, -0.1], [0.0, 0.1, 0.0], [-0.2, 0.1, 0.3], [-0.2, -0.1, -0.2], [0.0, 0.0, 0.0], [-0.1, -0.3, 0.2], [0.0, 0.0, 0.0], [-0.3, 0.0, 0.1], [0.0, -0.2, 0.1], [0.1, 0.3, 0.0], [0.0, 0.0, 0.0], [0.0, 0.0, 0.0], [0.1, 0.2, 0.0], [0.0, 0.0, 0.0], [-0.3, -0.6, 0.0], [0.0, 0.0, 0.0], [0.0, 0.0, 0.0], [-0.2, 0.0, 0.0], [0.0, 0.0, 0.0], [0.2, 0.1, -0.2], [0.0, 0.0, 0.0], [0.0, 0.0, 0.0], [0.0, -0.1, -0.2], [0.0, 0.0, 0.0], [0.0, 0.0, 0.0], [-0.1, 0.0, -0.2], [0.0, 0.0, 0.0], [0.0, 0.0, 0.0], [0.0, 0.0, 0.0], [0.0, 0.0, 0.0], [0.0, 0.0, 0.0], [0.0, 0.0, 0.0], [0.0, 0.0, 0.0], [0.0, 0.0, 0.0], [-0.1, 0.3, 0.1], [0.0, 0.0, 0.0], [0.0, 0.0, 0.0], [0.0, 0.0, 0.0], [0.2, 0.2, -0.1], [0.0, 0.0, 0.0], [0.0, 0.0, 0.0], [0.1, 0.1, 0.2], [0.0, 0.0, 0.0], [0.0, 0.0, 0.0], [0.0, -0.1, 0.0], [0.0, 0.0, 0.0], [-0.3, -0.1, 0.1], [0.0, 0.0, 0.0], [0.0, 0.0, -0.1], [0.0, 0.0, 0.0], [0.1, -0.2, -0.2], [0.0, 0.0, 0.0], [0.0, 0.1, -0.1], [0.0, 0.0, 0.0], [-0.2, 0.1, 0.2], [0.0, 0.0, 0.0], [0.0, 0.0, 0.0], [0.0, 0.0, 0.0], [0.0, 0.0, 0.0], [0.0, 0.0, 0.0], [0.0, -0.1, -0.1], [-0.2, -0.2, 0.1], [0.2, 0.0, 0.2], [0.1, 0.2, 0.1], [-0.3, -0.3, 0.2], [-0.2, 0.2, 0.0], [0.2, -0.1, -0.1], [0.1, 0.0, -0.2], [0.0, -0.2, -0.1], [0.0, 0.0, 0.0], [-0.2, 0.0, 0.3], [0.0, 0.0, 0.0], [0.3, 0.5, -0.2], [0.2, -0.2, -0.2], [0.0, -0.1, 0.2], [0.0, 0.0, 0.0]],
  "mulliken_charge": [0.223, 1.136, -0.603, -0.463, -0.183, -0.606, 0.069, -1.401, -0.375, -0.910, -0.900, -0.428, -0.972, -0.539, 0.947, -0.844, -0.688, 0.401, 0.035, -1.198, 0.196, 0.375, -1.191, -0.260, -0.107, -1.410, -1.174, -0.797, -1.277, -0.964, -0.828, -0.657, 0.813, -1.068, 0.867, -0.203, -2.216, -0.795, -0.515, -0.850, -0.560, -1.259, 0.087, 0.713, 0.299, 0.397, 0.314, 0.694, 0.376, 0.481, 0.392, -0.274, 0.474, 0.286, 0.072, 0.267, 0.500, 0.493, 0.388, 0.009, 0.282, 0.409, 0.365, 0.534, 0.291, 0.186, 0.414, 0.154, 0.428, 0.306, 0.464, 0.461, 0.329, 0.231, 0.317, 0.364, 0.386, 0.403, 0.354, 0.530, 0.396, 0.370, 0.234, 0.388, 0.318, 0.174, 0.621, 0.092, 0.252, 0.317, 0.348, 0.271, 0.283, 0.316, 0.366, 0.159, 0.361, 0.350, -0.516, 0.342, 0.376, 0.378, 0.552, 0.332, 0.156, 0.403, 0.299, 0.499, 0.374, 0.234, 0.333, -0.648, 0.026, 0.208, 0.429, -0.391]
}